[1]
86
Properties=species:S:1:pos:R:3:lowdin_spin:R:1 method="wB97M-V/def2-TZVPD" e_above_lowest_kcal_mol=135.5 total_charge=0 gap_ev="6.38 / 7.08" multiplicity=5 e_homo_ev="-7.9 / -8.0"
Mn -10.7099 -8.5695 12.3983 3.890
C -8.9017 -5.2473 10.4504 -0.007
C -9.3559 -5.3743 9.1695 0.024
C -10.1157 -6.5332 8.8322 -0.010
C -10.3327 -7.5652 9.7825 0.016
C -9.8150 -7.4238 11.1101 -0.079
C -9.0844 -6.2587 11.3354 0.013
C -11.4252 -8.5310 9.6307 0.005
C -12.1226 -8.6451 8.4351 0.005
C -13.0695 -9.6763 8.2869 0.002
C -13.3790 -10.5686 9.3282 0.005
C -14.2566 -11.7401 8.9270 0.001
C -15.3015 -12.1012 10.0525 0.000
C -14.5352 -13.0802 10.9631 0.000
C -12.6924 -11.4297 11.4818 0.001
C -12.6119 -10.3934 10.4802 0.008
N -11.7340 -9.4153 10.6639 0.050
H -8.4280 -4.3201 10.7759 -0.001
H -9.2781 -4.6983 8.4258 0.002
H -10.5147 -6.6317 7.7792 -0.001
H -8.6701 -6.0653 12.3155 0.001
H -11.8223 -8.0320 7.5848 0.000
H -13.4121 -9.9238 7.2220 0.000
H -14.6717 -11.5362 7.9232 0.000
H -16.2829 -12.4439 9.6328 0.000
H -14.8803 -13.9047 11.5463 0.000
H -12.0741 -11.1325 12.3501 0.001
O -12.8373 -9.0130 15.7807 0.016
C -11.9420 -9.2890 15.0195 0.011
O -11.8096 -8.7108 13.9048 0.045
C -10.8367 -10.5524 15.1903 0.007
C -11.0291 -11.2246 16.4490 0.000
C -10.1939 -12.2581 16.7995 0.005
C -9.2828 -12.8066 15.8592 -0.002
C -9.2445 -12.2453 14.5815 0.001
C -9.8798 -10.9739 14.3088 0.006
S -9.2362 -10.1613 12.8154 -0.016
H -11.7742 -10.7629 17.0325 0.000
H -10.2715 -12.7126 17.7940 0.000
H -8.5614 -13.5707 16.1553 0.000
H -8.5529 -12.7313 13.8496 -0.001
O -11.4664 -13.5413 12.0704 0.000
S -11.7279 -12.7751 10.8712 0.001
C -13.2738 -13.6572 10.1922 0.000
C -13.2496 -15.1134 10.1792 0.000
C -13.7709 -15.9038 9.2339 0.000
C -14.3873 -15.3566 8.0289 0.000
C -14.3373 -14.0327 7.8414 0.000
C -13.5294 -13.1007 8.7653 0.000
C -14.0620 -11.7947 11.8850 0.000
C -14.1908 -11.9046 13.3943 0.000
C -15.3126 -11.8808 14.0486 0.000
C -16.5065 -11.3762 13.4194 0.000
C -16.4038 -10.9698 12.1081 0.000
C -15.2336 -11.0620 11.2723 0.000
H -12.9049 -15.5183 11.1079 0.000
H -13.7025 -16.9802 9.4073 0.000
H -14.8352 -16.0330 7.3083 0.000
H -14.7779 -13.5640 6.9359 0.000
H -12.5848 -13.0368 8.1655 0.000
H -13.3379 -12.3719 13.8752 0.000
H -15.2028 -12.1585 15.0962 0.000
H -17.3693 -11.2798 14.1164 0.000
H -17.2339 -10.4617 11.6406 0.000
H -14.8952 -10.0985 10.8337 0.000
S -14.9882 -13.5182 22.3328 0.000
C -15.6050 -13.2506 20.7084 0.000
C -16.1770 -14.1547 19.7939 0.000
C -16.5072 -13.7490 18.5433 0.000
N -16.5028 -12.4536 18.1183 0.000
C -15.9208 -11.5888 18.9227 0.000
C -15.3958 -11.9365 20.1843 0.000
C -14.0790 -15.0029 21.9893 0.000
C -14.5361 -16.2735 22.3598 0.000
C -13.7954 -17.3833 22.0031 0.000
N -12.6098 -17.2593 21.4174 0.000
C -12.1136 -16.0137 21.1754 0.000
C -12.8559 -14.8665 21.4076 0.000
H -16.3289 -15.1937 20.1009 0.000
H -16.9705 -14.4112 17.8657 0.000
H -15.9075 -10.5637 18.6714 0.000
H -14.9200 -11.2026 20.8632 0.000
H -15.5401 -16.4712 22.6719 0.000
H -14.1663 -18.3718 22.0125 0.000
H -11.1065 -16.0173 20.5939 0.000
H -12.5012 -13.8887 21.1568 0.000


[2]
87
Properties=species:S:1:pos:R:3:lowdin_charge:R:1 method="wB97M-V/def2-TZVPD" e_above_lowest_kcal_mol=9.0 total_charge=0 gap_ev=6.67 multiplicity=1 e_homo_ev=-6.5
Pt 2.1046 1.2232 -0.2544 0.881
C 6.9784 -1.2238 -1.1458 -0.060
C 6.1519 -0.1310 -1.4826 -0.156
N 5.3446 0.4606 -0.6432 0.079
C 5.2843 0.0018 0.6340 -0.232
C 6.0776 -1.0835 1.0759 -0.166
C 6.9372 -1.6921 0.1339 -0.023
C 5.9969 -1.5309 2.4156 -0.053
C 5.1357 -0.9100 3.2723 -0.078
C 4.3337 0.1647 2.8443 -0.034
C 4.3817 0.6432 1.5523 -0.273
N 3.5810 1.6774 1.0749 -0.112
C 3.1479 2.7006 1.9077 -0.239
C 3.7392 3.1584 3.0769 -0.031
C 3.1702 4.2125 3.8140 -0.091
C 2.0225 4.8452 3.4072 -0.062
C 1.4368 4.4643 2.1838 -0.172
C 0.2493 5.0198 1.6171 -0.006
C -0.2165 4.6285 0.4068 -0.041
C 0.5118 3.6655 -0.3779 -0.177
N 1.5962 3.1195 0.1853 -0.093
C 2.0267 3.4414 1.4452 -0.180
H 7.6230 -1.6660 -1.8934 0.099
H 6.1660 0.2612 -2.4953 0.106
H 7.5525 -2.5278 0.4465 0.114
H 6.6147 -2.3596 2.7387 0.106
H 5.0521 -1.2501 4.2972 0.102
H 3.6418 0.6138 3.5439 0.110
H 4.6429 2.6868 3.4366 0.106
H 3.6538 4.5206 4.7323 0.100
H 1.5768 5.6352 3.9981 0.104
H -0.2835 5.7845 2.1715 0.117
H -1.1159 5.0562 -0.0147 0.106
H 0.5962 3.8651 -1.4376 0.124
Se -3.5000 -2.5004 -0.0682 0.389
P -3.4766 -0.4591 -0.5493 0.536
C -4.2424 0.5626 0.7305 -0.361
C -5.5924 0.8818 0.6441 -0.079
C -6.2073 1.5737 1.6777 -0.076
C -5.4769 1.9412 2.7977 -0.081
C -4.1306 1.6130 2.8897 -0.072
C -3.5132 0.9220 1.8608 -0.085
C -4.3214 -0.0381 -2.1012 -0.356
C -4.4308 1.2954 -2.4971 -0.085
C -5.0688 1.6095 -3.6851 -0.072
C -5.5952 0.5992 -4.4821 -0.079
C -5.4874 -0.7252 -4.0886 -0.077
C -4.8522 -1.0458 -2.8958 -0.111
C -1.8463 0.3135 -0.7464 -0.373
C -0.5332 -0.1186 -0.9823 -0.368
N 0.2167 1.0066 -1.0051 -0.194
N -0.5809 2.0318 -0.8002 -0.070
N -1.8156 1.6601 -0.6503 0.076
P 0.4462 -1.6358 -1.0101 0.714
Se 2.5594 -1.0773 -0.9081 0.472
C 0.1026 -2.5862 -2.5040 -0.350
C 1.1635 -3.1969 -3.1703 -0.103
C 0.9215 -3.9496 -4.3090 -0.071
C -0.3722 -4.0810 -4.7931 -0.072
C -1.4274 -3.4618 -4.1381 -0.064
C -1.1944 -2.7177 -2.9928 -0.084
C -0.0529 -2.5836 0.4297 -0.399
C -0.0894 -1.9289 1.6582 -0.098
C -0.4558 -2.6293 2.7932 -0.067
C -0.7629 -3.9813 2.7047 -0.072
C -0.6935 -4.6371 1.4849 -0.081
C -0.3399 -3.9385 0.3405 -0.115
H -6.1658 0.5936 -0.2284 0.110
H -7.2574 1.8245 1.6062 0.105
H -5.9568 2.4823 3.6028 0.103
H -3.5601 1.8978 3.7640 0.106
H -2.4634 0.6665 1.9339 0.104
H -4.0175 2.0795 -1.8752 0.100
H -5.1562 2.6436 -3.9915 0.106
H -6.0924 0.8491 -5.4105 0.104
H -5.9021 -1.5116 -4.7058 0.104
H -4.7726 -2.0746 -2.5650 0.057
H 2.1750 -3.0735 -2.8071 0.059
H 1.7467 -4.4250 -4.8222 0.107
H -0.5576 -4.6620 -5.6873 0.106
H -2.4372 -3.5579 -4.5151 0.107
H -2.0278 -2.2657 -2.4699 0.036
H 0.1761 -0.8787 1.7251 0.104
H -0.4986 -2.1228 3.7483 0.109
H -1.0532 -4.5260 3.5937 0.107
H -0.9275 -5.6914 1.4200 0.108
H -0.3137 -4.4411 -0.6181 0.109


[3]
89
Properties=species:S:1:pos:R:3:lowdin_spin:R:1 method="wB97M-V/def2-TZVPD" e_above_lowest_kcal_mol=17.7 total_charge=0 gap_ev="6.58 / 5.94" multiplicity=2 e_homo_ev="-7.4 / -7.3"
Ir 0.1084 -1.7397 -0.4271 0.614
S -1.5716 0.1570 -1.9052 0.197
P -1.8145 0.7369 0.0081 0.020
C -0.6131 -0.1812 0.7868 -0.006
P 0.4364 0.0089 2.1095 0.003
S 1.9337 -1.0406 1.2978 -0.002
C 0.9183 1.7159 2.5339 0.000
C 0.2562 2.4129 3.5438 0.000
C 0.6139 3.7154 3.8519 0.000
C 1.6490 4.3322 3.1629 0.000
C 2.3324 3.6381 2.1746 0.000
C 1.9749 2.3355 1.8675 0.000
C -0.0786 -0.6117 3.7348 0.001
C -1.4218 -0.7019 4.0666 0.001
C -1.8024 -1.1567 5.3212 0.000
C -0.8368 -1.5318 6.2416 0.000
C 0.5105 -1.4418 5.9135 0.000
C 0.8894 -0.9798 4.6656 0.000
C -3.4945 0.5241 0.6795 0.002
C -3.7752 -0.5426 1.5261 0.000
C -5.0557 -0.7202 2.0285 0.000
C -6.0660 0.1636 1.6812 0.000
C -5.7967 1.2272 0.8293 0.000
C -4.5158 1.4083 0.3354 0.001
C -1.5741 2.5249 0.2308 0.000
C -0.9963 3.2934 -0.7739 0.004
C -0.7996 4.6541 -0.5873 0.000
C -1.1802 5.2536 0.6030 0.001
C -1.7626 4.4949 1.6099 0.000
C -1.9616 3.1378 1.4219 0.001
H -0.5408 1.9356 4.1003 0.000
H 0.0875 4.2478 4.6333 0.000
H 1.9313 5.3483 3.4060 0.000
H 3.1551 4.1092 1.6524 0.000
H 2.5374 1.7707 1.1280 0.000
H -2.1744 -0.4198 3.3443 0.000
H -2.8529 -1.2283 5.5713 0.000
H -1.1315 -1.9023 7.2147 0.000
H 1.2642 -1.7397 6.6303 0.000
H 1.9403 -0.9226 4.4048 0.000
H -2.9880 -1.2431 1.7814 0.001
H -5.2631 -1.5581 2.6814 0.000
H -7.0665 0.0226 2.0693 0.000
H -6.5839 1.9163 0.5534 0.000
H -4.3115 2.2432 -0.3242 0.000
H -0.7133 2.8190 -1.7043 0.002
H -0.3525 5.2459 -1.3755 0.000
H -1.0277 6.3157 0.7467 0.000
H -2.0609 4.9610 2.5397 0.000
H -2.4306 2.5523 2.2045 0.000
Cl 1.4151 -3.9789 -1.9169 0.009
C -0.2649 -3.8957 -2.3619 0.004
C -1.0619 -2.9725 -1.6822 0.015
C -2.4304 -3.1142 -1.9149 0.001
Cl -3.5741 -2.2867 -0.9382 0.002
C -2.9331 -3.9910 -2.8867 0.000
Cl -4.6274 -4.0932 -3.1862 0.000
C -2.0777 -4.8034 -3.6261 0.000
Cl -2.6844 -5.8561 -4.8445 0.000
C -0.7200 -4.7804 -3.3332 0.000
Cl 0.3725 -5.8140 -4.1696 0.001
C 1.5295 1.2131 -1.9767 0.006
P 1.7381 -0.5908 -1.8802 0.047
C 1.6552 -1.0652 -3.6526 0.008
C 0.4206 -1.3454 -4.2378 0.001
C 0.3362 -1.6822 -5.5792 0.000
C 1.4835 -1.7442 -6.3560 0.001
C 2.7145 -1.4580 -5.7875 0.000
C 2.8007 -1.1204 -4.4448 0.003
C 3.5245 -0.7605 -1.5047 0.003
C 4.2875 0.3827 -1.2692 0.002
C 5.6416 0.2898 -0.9801 0.000
C 6.2588 -0.9480 -0.9242 0.002
C 5.5148 -2.0931 -1.1668 0.000
C 4.1633 -2.0005 -1.4544 0.002
H 2.3053 1.6312 -2.6166 0.001
H 1.5467 1.6780 -0.9875 0.000
H 0.5555 1.3869 -2.4185 0.000
H -0.4782 -1.3159 -3.6419 -0.001
H -0.6294 -1.9067 -6.0139 0.000
H 1.4186 -2.0200 -7.4005 0.000
H 3.6145 -1.5044 -6.3869 0.000
H 3.7712 -0.9119 -4.0139 0.000
H 3.8309 1.3622 -1.3005 0.000
H 6.2108 1.1910 -0.7926 0.000
H 7.3136 -1.0216 -0.6947 0.000
H 5.9864 -3.0661 -1.1291 0.000
H 3.6156 -2.9075 -1.6359 0.000
I -0.4682 -3.6467 1.3171 0.050


[4]
85
Properties=species:S:1:pos:R:3:lowdin_charge:R:1 method="wB97M-V/def2-TZVPD" e_above_lowest_kcal_mol=36.0 total_charge=+3 gap_ev=6.30 multiplicity=1 e_homo_ev=-16.1
Ta 1.0532 -0.0120 -0.7879 1.684
Cl 6.8094 -3.2229 -4.2990 0.736
C 5.5956 -2.2626 -3.4537 -0.598
C 5.9992 -1.1804 -2.7220 -0.037
C 5.1990 -0.5211 -1.7856 0.058
C 3.8565 -0.9055 -1.7643 -0.225
O 2.9949 -0.1508 -0.9826 -0.242
C 3.3931 -1.9376 -2.6377 -0.143
C 1.9893 -2.2151 -2.7083 -0.032
O 1.0112 -1.5929 -2.1162 -0.195
C 4.2557 -2.6327 -3.4697 -0.003
H 7.0298 -0.8376 -2.8429 0.139
H 5.6839 0.2519 -1.1967 0.142
H 1.7276 -2.9659 -3.4128 0.141
H 3.7988 -3.3796 -4.1963 0.168
O 0.8494 -0.0116 1.0965 -0.283
C -0.3063 0.6213 0.6250 -0.963
C -0.6388 2.0007 1.1172 -0.269
C -1.0905 2.2650 2.4096 0.001
C -1.3200 3.5851 2.7526 -0.028
C -1.3307 4.5578 1.7721 -0.038
C -0.8570 4.2926 0.5196 -0.039
C -0.4102 2.9925 0.1830 -0.273
P 0.5355 2.5653 -1.3209 1.076
C -0.5778 2.7704 -2.7233 -0.388
C -1.2681 3.9729 -2.9250 -0.065
C -2.2133 4.0394 -3.9758 -0.020
C -2.3602 2.9435 -4.8466 -0.048
C -1.6102 1.7823 -4.6693 -0.031
C -0.5987 1.6928 -3.6189 -0.074
C 1.9582 3.6784 -1.4654 -0.357
C 2.0842 4.5683 -2.5163 -0.065
C 3.2810 5.2222 -2.4958 -0.051
C 4.2828 5.1156 -1.5151 -0.036
C 4.0590 4.2910 -0.4779 -0.064
C 2.9154 3.5336 -0.4781 -0.097
H -1.0837 1.4395 3.1552 0.128
H -1.5187 3.8585 3.7580 0.116
H -1.6344 5.5625 2.0750 0.136
H -0.6949 5.0929 -0.1822 0.108
H -1.2397 4.7590 -2.1712 0.101
H -2.8439 4.8917 -4.0307 0.110
H -3.1447 3.0837 -5.6230 0.137
H -1.7177 1.0415 -5.4711 0.116
H 0.0323 0.8433 -3.3903 0.051
H 1.2958 4.7372 -3.2670 0.124
H 3.4662 5.9054 -3.3640 0.139
H 5.1866 5.6908 -1.6072 0.126
H 4.8858 4.2633 0.1575 0.109
H 2.7953 2.8751 0.3404 0.097
S -1.4816 -0.5070 -0.0351 0.708
Sb -1.9374 -2.0579 1.8685 1.644
C -3.1469 -1.2135 3.2534 -0.403
C -2.5640 -1.0531 4.5253 -0.121
C -3.3670 -0.5903 5.5436 -0.034
C -4.7287 -0.2957 5.3070 -0.037
C -5.2709 -0.5177 4.0749 -0.049
C -4.4757 -0.9141 2.9582 -0.092
C -2.7741 -3.5593 0.7151 -0.376
C -4.1362 -3.8925 0.8234 -0.112
C -4.6791 -4.8318 -0.0012 -0.036
C -3.8850 -5.4746 -0.9821 -0.015
C -2.5384 -5.1748 -1.0675 -0.045
C -1.9500 -4.2360 -0.1927 -0.133
C -0.0274 -2.7502 2.5625 -0.323
C 0.7842 -1.9450 3.3231 -0.171
C 1.9486 -2.3971 3.8252 -0.030
C 2.4910 -3.6078 3.3100 -0.019
C 1.7133 -4.3906 2.5036 -0.059
C 0.4470 -3.9578 2.1096 -0.114
H -1.5184 -1.2596 4.6197 0.076
H -2.8848 -0.2663 6.4934 0.139
H -5.2925 0.1399 6.1406 0.135
H -6.3245 -0.1494 3.8695 0.148
H -4.9170 -0.9764 1.9363 0.126
H -4.7560 -3.3358 1.5390 0.102
H -5.7461 -5.1120 0.0320 0.137
H -4.2648 -6.1757 -1.6547 0.105
H -1.9102 -5.6919 -1.7706 0.114
H -0.9212 -4.0476 -0.4163 0.085
H 0.4636 -0.9575 3.6380 0.103
H 2.5937 -1.7963 4.3959 0.110
H 3.4941 -3.8674 3.6002 0.121
H 2.0763 -5.3774 2.1733 0.133
H -0.0793 -4.7182 1.5282 0.104


[5]
94
Properties=species:S:1:pos:R:3:lowdin_spin:R:1 method="wB97M-V/def2-TZVPD" e_above_lowest_kcal_mol=6.2 total_charge=+1 gap_ev="7.68 / 5.97" multiplicity=6 e_homo_ev="-10.7 / -11.1"
Ru -0.7317 0.5337 0.6759 3.015
C -2.3659 -2.1716 -1.2137 0.008
C -3.1752 -1.5104 -0.1479 0.022
C -4.3710 -2.1109 0.3032 -0.003
C -5.1737 -1.4468 1.1812 0.010
C -4.8443 -0.1309 1.5784 0.001
C -5.6804 0.6547 2.4004 0.043
C -5.3423 1.9492 2.6842 -0.001
C -4.1620 2.5033 2.1653 0.049
C -3.3061 1.7556 1.3907 0.038
S -1.8438 2.5167 0.7462 0.362
C -3.6400 0.4106 1.0896 0.020
N -2.7958 -0.3268 0.2949 0.080
H -2.8478 -1.9953 -2.1797 0.001
H -2.3002 -3.2475 -1.0586 0.002
H -1.3597 -1.7570 -1.2655 0.004
H -4.6268 -3.0964 -0.0590 0.000
H -6.0843 -1.8992 1.5534 0.000
H -6.5960 0.2215 2.7802 0.002
H -5.9851 2.5601 3.3023 -0.001
H -3.9116 3.5336 2.3817 0.002
Se -0.4480 -3.0987 1.6047 0.733
P 1.3185 -2.4870 0.4725 0.076
Se 1.6185 -0.3104 0.3757 0.156
C 2.8446 -3.1952 1.1113 0.006
C 2.9060 -3.8496 2.3347 0.003
C 4.1230 -4.3446 2.7786 0.000
C 5.2631 -4.1824 2.0072 0.002
C 5.1981 -3.5269 0.7832 0.000
C 3.9890 -3.0336 0.3283 0.002
C 1.1282 -3.1611 -1.1939 0.021
C 0.9424 -2.3454 -2.3022 0.003
C 0.7520 -2.9159 -3.5525 0.003
C 0.7475 -4.2961 -3.6910 0.003
C 0.9429 -5.1123 -2.5830 0.001
C 1.1361 -4.5493 -1.3332 0.014
H 2.0136 -3.9695 2.9338 0.000
H 4.1775 -4.8568 3.7292 0.000
H 6.2093 -4.5707 2.3583 0.000
H 6.0895 -3.4043 0.1839 0.000
H 3.9316 -2.5240 -0.6275 0.000
H 0.9554 -1.2682 -2.1889 0.000
H 0.6086 -2.2789 -4.4153 0.000
H 0.5984 -4.7411 -4.6655 0.000
H 0.9529 -6.1877 -2.6950 0.000
H 1.3068 -5.1851 -0.4722 0.003
F 1.5271 0.5293 4.0951 0.000
C 0.7903 -0.5540 4.3688 0.001
F 1.3722 -1.5905 3.7526 0.006
F 0.8494 -0.7774 5.6812 0.000
C -0.6695 -0.3654 3.8542 0.023
O -0.7112 -0.5213 2.5018 0.263
C -1.5971 -1.4345 4.5226 0.007
F -2.7129 -1.5810 3.7968 0.001
F -0.9945 -2.6301 4.5700 0.006
F -1.9487 -1.1108 5.7663 0.002
C -1.1606 1.0403 4.3156 0.005
F -0.8312 1.3123 5.5763 0.002
F -2.4937 1.1157 4.2069 0.001
F -0.6381 2.0008 3.5481 0.007
C 0.7140 6.4988 0.6270 -0.001
C 1.1950 5.4075 1.3375 0.001
C 1.0898 4.1343 0.7995 0.001
C 0.5043 3.9406 -0.4514 -0.007
C 0.0164 5.0382 -1.1527 -0.002
C 0.1244 6.3134 -0.6142 0.001
Ge 0.4488 2.1549 -1.2239 -0.018
C -0.7279 1.9461 -2.7687 0.006
C -0.3570 2.6548 -3.9143 0.000
C -1.1028 2.5528 -5.0791 0.000
C -2.2182 1.7273 -5.1207 0.000
C -2.5880 1.0124 -3.9919 0.001
C -1.8492 1.1271 -2.8215 0.007
C 2.2575 1.7332 -1.8305 -0.003
C 3.3668 2.2405 -1.1584 0.000
C 4.6509 1.9186 -1.5771 0.000
C 4.8353 1.0935 -2.6757 -0.001
C 3.7349 0.6030 -3.3686 0.000
C 2.4543 0.9210 -2.9472 0.000
H 0.7950 7.4935 1.0443 0.000
H 1.6460 5.5462 2.3111 0.000
H 1.4491 3.2859 1.3744 0.000
H -0.4663 4.9067 -2.1139 0.000
H -0.2590 7.1618 -1.1652 0.000
H 0.5288 3.2818 -3.9091 0.000
H -0.8087 3.1152 -5.9555 0.000
H -2.7983 1.6464 -6.0300 0.000
H -3.4611 0.3734 -4.0170 0.000
H -2.1737 0.5923 -1.9361 0.005
H 3.2333 2.8984 -0.3082 0.000
H 5.5059 2.3180 -1.0484 0.000
H 5.8361 0.8461 -3.0038 0.000
H 3.8765 -0.0194 -4.2428 0.000
H 1.6039 0.5512 -3.5085 0.000